1.
Computed, not measured: a molecular structure, C12H24BN2O24S4, with ωB97M-V/def2-TZVPD.

Properties
Kohn-Sham gap (hartree): 0.2582
DFT total energy (eV): -108959.25067
Maximum force (eV/Å): 5.571
LUMO energy (eV): -4.26
Total charge: +1
HOMO level (Eh): -0.41476

Each line ends with the Löwdin charge.
Positions of all 67 atoms, in Å:
1 N -2.0845 -7.1332 -3.7044  0.356
2 H -2.9474 -7.0288 -4.2188  0.163
3 H -1.9901 -8.0274 -3.2444  0.160
4 H -1.9194 -6.4349 -2.9937  0.162
5 H -1.3235 -7.0650 -4.3650  0.159
6 N -3.5729 1.4388 7.4372  0.356
7 H -4.1355 2.2769 7.4705  0.159
8 H -3.9923 0.8223 6.7559  0.159
9 H -3.5220 0.9584 8.3241  0.162
10 H -2.6859 1.7352 7.0559  0.162
11 O -0.0087 2.1731 4.0958  0.059
12 C 0.3167 1.7575 2.9550  -0.340
13 O -0.5162 1.1227 2.1391  0.236
14 B 0.2590 0.6559 0.9949  -0.961
15 O 1.6672 0.8178 1.3544  0.260
16 C 1.7212 1.6014 2.4045  -0.338
17 O 2.7340 2.0689 3.0087  0.093
18 O -0.2941 1.2376 -0.1913  0.253
19 C -0.4297 0.2537 -1.1059  -0.333
20 O -0.8632 0.3108 -2.2352  0.136
21 C -0.1157 -1.0964 -0.3797  -0.375
22 O 0.0911 -0.7829 0.8369  0.256
23 O -0.2959 -2.2554 -0.8282  0.056
24 C 5.9060 -3.7699 4.8203  -0.197
25 C 4.4631 -3.8937 4.4500  -0.202
26 O 3.8890 -5.0814 4.9908  -0.203
27 S 4.9757 -5.8379 6.0630  0.761
28 O 5.7127 -6.9240 5.4241  -0.251
29 O 4.3500 -6.1251 7.3258  -0.228
30 O 5.9293 -4.4561 6.0440  -0.211
31 H 6.3374 -2.7904 5.0264  0.142
32 H 6.5870 -4.1905 4.0803  0.130
33 H 4.2441 -3.9854 3.3862  0.132
34 H 3.9145 -3.0031 4.7566  0.129
35 C 3.4834 -1.2021 -6.4254  -0.235
36 C 2.3902 -0.3732 -7.0706  -0.157
37 O 2.8318 -0.2151 -8.4083  -0.217
38 S 4.4990 -0.4212 -8.6235  0.762
39 O 5.1927 0.8912 -8.6280  -0.262
40 O 4.8627 -1.3008 -9.6910  -0.229
41 O 4.6385 -1.1824 -7.1511  -0.202
42 H 3.3313 -2.2696 -6.2659  0.131
43 H 3.9073 -0.7721 -5.5179  0.137
44 H 2.4293 0.6628 -6.7340  0.137
45 H 1.4307 -0.8898 -7.0448  0.135
46 C -0.2261 8.5265 2.4805  -0.213
47 C 1.1617 8.0331 2.1836  -0.157
48 O 1.7606 8.9529 1.1871  -0.219
49 S 0.8311 10.4260 1.1379  0.794
50 O 0.7490 10.9042 -0.2957  -0.264
51 O 1.2707 11.3400 2.1801  -0.249
52 O -0.4802 9.6232 1.6528  -0.204
53 H -0.0942 8.7225 3.5446  0.124
54 H -1.0695 7.8388 2.4191  0.136
55 H 1.1419 7.0041 1.8245  0.126
56 H 1.8518 8.0786 3.0261  0.125
57 C -6.8825 -0.8931 -2.8806  -0.164
58 C -6.2594 -1.7763 -1.7897  -0.228
59 O -7.2471 -2.6350 -1.4280  -0.185
60 S -8.0852 -3.0632 -2.7736  0.700
61 O -9.5257 -3.2226 -2.5331  -0.237
62 O -7.3733 -4.1071 -3.4236  -0.236
63 O -7.8873 -1.6337 -3.5479  -0.190
64 H -6.2428 -0.5948 -3.7112  0.139
65 H -7.4644 -0.0866 -2.4345  0.134
66 H -5.8138 -1.3169 -0.9074  0.146
67 H -5.5134 -2.3982 -2.2846  0.121

---

2.
Computed, not measured: a molecular structure, C19H43N2OP3SeSn, with ωB97M-V/def2-TZVPD.

Properties
Kohn-Sham gap (hartree): 0.1624
DFT total energy (eV): -124430.67312
Maximum force (eV/Å): 2.749
LUMO energy (eV): -14.99
Total charge: +4
Relative energy (zero: lowest compared OMol25 entry of this formula, charge and spin) (kcal per mole): 17.7
HOMO level (Eh): -0.71336

Each line ends with the Löwdin charge.
Positions of all 70 atoms, in Å:
1 Sn -0.6093 0.1772 -0.3538  0.805
2 P -0.7139 2.6323 0.6769  0.780
3 P -2.8383 -0.4820 -1.4282  0.735
4 P 1.1330 1.2928 -2.1053  0.718
5 H 2.5516 -1.6640 2.8894  0.081
6 C 2.9449 -0.7309 2.4425  -0.080
7 C 2.4876 0.5017 2.7434  -0.058
8 H 1.5904 0.6421 3.3664  0.057
9 C -1.3050 2.7196 2.3827  -0.230
10 C -1.9353 3.6197 -0.2626  -0.201
11 C 0.8243 3.5834 0.7943  -0.204
12 C -2.9605 -2.0042 -2.3907  -0.190
13 C -4.1926 -0.5712 -0.2233  -0.190
14 C -3.2343 0.9022 -2.5176  -0.216
15 C 2.7634 1.7761 -1.4313  -0.186
16 C 0.3620 2.8240 -2.7215  -0.224
17 C 1.5634 0.3914 -3.6264  -0.215
18 H 3.7989 -0.8361 1.7416  0.062
19 H 2.9724 1.4092 2.3451  0.058
20 H -0.8241 1.9145 2.9537  0.048
21 H -2.3935 2.5669 2.3091  0.058
22 H -1.0824 3.6942 2.8550  0.103
23 H -2.9402 3.1780 -0.1772  0.062
24 H -1.6803 3.6946 -1.3311  0.036
25 H -1.9566 4.6332 0.1671  0.101
26 H 1.6139 2.9721 1.2646  0.053
27 H 0.6333 4.4590 1.4347  0.098
28 H 1.1624 3.9245 -0.1939  0.036
29 H -4.0151 -2.2268 -2.6073  0.098
30 H -2.5357 -2.8581 -1.8459  0.074
31 H -2.4226 -1.8999 -3.3441  0.079
32 H -5.0677 -1.0674 -0.6601  0.094
33 H -4.4898 0.4330 0.1045  0.075
34 H -3.8948 -1.1383 0.6672  0.062
35 H -4.1852 0.7044 -3.0328  0.102
36 H -2.4586 1.0456 -3.2812  0.061
37 H -3.3370 1.8341 -1.9462  0.044
38 H 3.4195 1.9522 -2.3004  0.093
39 H 3.1951 0.9752 -0.8078  0.062
40 H 2.7049 2.7006 -0.8382  0.045
41 H 0.8652 3.0500 -3.6740  0.092
42 H 0.4962 3.6713 -2.0326  0.047
43 H -0.7130 2.6731 -2.9169  0.041
44 H 2.1939 1.0930 -4.2008  0.089
45 H 0.6602 0.1487 -4.2111  0.075
46 H 2.1234 -0.5342 -3.4157  0.060
47 C 2.5779 -3.2805 -0.9892  -0.364
48 C 3.5759 -3.3047 -0.0257  -0.099
49 C 4.6297 -4.2326 -0.1292  -0.010
50 C 4.6330 -5.1721 -1.1689  -0.006
51 C 3.6195 -5.1447 -2.1340  -0.011
52 C 2.5945 -4.1740 -2.0655  -0.088
53 Se 0.9222 -1.9542 -0.7611  0.719
54 H 1.7661 -0.9541 0.0678  -0.112
55 H 3.5355 -2.5979 0.8100  0.067
56 H 5.4487 -4.2170 0.5936  0.139
57 H 5.4282 -5.9201 -1.2268  0.142
58 H 3.6371 -5.8645 -2.9534  0.139
59 H 1.8149 -4.1055 -2.8368  0.120
60 C -2.9850 0.7043 4.4993  -0.023
61 N -2.4484 -0.6065 4.2045  0.060
62 C -1.8079 -0.9524 3.0654  -0.557
63 N -1.3750 -2.2395 2.9976  0.199
64 O -1.5770 -0.1490 2.1212  -0.170
65 H -2.9222 1.3613 3.6426  0.040
66 H -2.4185 1.1345 5.3306  0.114
67 H -4.0266 0.5884 4.7831  0.109
68 H -2.5830 -1.3322 4.8992  0.168
69 H -0.7975 -2.5295 2.2145  0.100
70 H -1.5162 -2.8342 3.8008  0.132

---

3.
Computed, not measured: a single C16H23N5S molecule, with ωB97M-V/def2-TZVPD.

Properties
Kohn-Sham gap (hartree): 0.3207
DFT total energy (eV): -35252.00961
SMILES: CN(C)CCCNC(=S)N1CCn2c(nc3ccccc32)C1
Maximum force (eV/Å): 0.719
LUMO energy (eV): 0.75
HOMO level (Eh): -0.29310

Each line ends with the Löwdin charge.
Positions of all 45 atoms, in Å:
1 C -0.1792 -2.7020 0.8059  -0.084
2 N -1.4076 -2.4459 0.0758  -0.315
3 C -1.4064 -3.1527 -1.1919  -0.089
4 H -1.3693 -4.2434 -1.0594  0.090
5 H -0.5338 -2.8410 -1.7651  0.080
6 H -2.3052 -2.9037 -1.7537  0.082
7 C -2.5992 -2.7312 0.8743  -0.204
8 C -3.7973 -1.8726 0.4561  -0.163
9 C -3.5539 -0.3884 0.7096  -0.244
10 N -2.4556 0.0535 -0.1190  -0.002
11 C -2.0445 1.3308 -0.1226  -0.811
12 N -1.0350 1.6703 -0.9827  -0.121
13 C -0.2170 2.8269 -0.6985  -0.174
14 C 0.9332 2.4281 0.2355  -0.089
15 N 1.5226 1.1953 -0.2252  0.035
16 C 0.9591 0.3307 -1.1195  -0.263
17 N 1.6490 -0.7579 -1.3032  0.160
18 C 2.7477 -0.6347 -0.4858  -0.237
19 C 3.8161 -1.4979 -0.2755  -0.020
20 C 4.7843 -1.1080 0.6258  -0.100
21 C 4.7048 0.1061 1.3107  -0.098
22 C 3.6520 0.9782 1.1187  -0.018
23 C 2.6774 0.5943 0.2124  -0.158
24 H 3.5916 1.9155 1.6512  0.106
25 H 5.4870 0.3676 2.0077  0.099
26 H 5.6286 -1.7554 0.8108  0.098
27 H 3.8763 -2.4348 -0.8057  0.109
28 C -0.3210 0.7024 -1.7892  -0.055
29 H -0.0952 1.1751 -2.7559  0.139
30 H -0.9221 -0.1813 -1.9949  0.122
31 H 0.5429 2.2841 1.2514  0.132
32 H 1.6963 3.2113 0.2649  0.132
33 H 0.1727 3.2158 -1.6431  0.131
34 H -0.8378 3.5866 -0.2212  0.063
35 S -2.7950 2.4886 0.8012  0.663
36 H -1.7953 -0.7150 -0.2847  0.087
37 H -4.4421 0.2010 0.4615  0.103
38 H -3.3328 -0.2118 1.7715  0.110
39 H -4.0180 -2.0225 -0.6014  0.105
40 H -4.6687 -2.1908 1.0294  0.114
41 H -2.3675 -2.5070 1.9185  0.120
42 H -2.8691 -3.7976 0.8138  0.121
43 H -0.0770 -3.7547 1.1029  0.091
44 H 0.6655 -2.4340 0.1732  0.059
45 H -0.1543 -2.0821 1.7017  0.091